No. 1
{"formula": "C36H82NO10", "method": "ωB97M-V/def2-TZVPD", "gap_ev": 8.2937, "total_charge": 1, "homo_energy_ev": -11.30, "largest_force_ev_per_a": 2.18, "elements": ["C", "C", "C", "C", "C", "C", "C", "C", "C", "C", "C", "C", "C", "C", "C", "N", "C", "C", "C", "C", "C", "O", "C", "C", "C", "C", "C", "C", "C", "H", "H", "H", "H", "H", "H", "H", "H", "H", "H", "H", "H", "H", "H", "H", "H", "H", "H", "H", "H", "H", "H", "H", "H", "H", "H", "H", "H", "H", "H", "H", "H", "H", "H", "H", "H", "H", "H", "H", "H", "H", "H", "H", "H", "H", "H", "C", "O", "H", "H", "H", "H", "C", "O", "H", "H", "H", "H", "C", "O", "H", "H", "H", "H", "C", "O", "H", "H", "H", "H", "C", "O", "H", "H", "H", "H", "C", "O", "H", "H", "H", "H", "C", "O", "H", "H", "H", "H", "C", "O", "H", "H", "H", "H", "C", "O", "H", "H", "H", "H"], "positions_angstrom": [[1.351, -1.932, -2.962], [2.249, -0.691, -3.227], [1.629, 0.189, -4.323], [1.838, 1.712, -4.084], [0.501, 2.469, -4.198], [-0.283, 2.282, -2.878], [-1.478, 3.218, -2.756], [-2.348, 2.961, -1.502], [-2.044, 3.957, -0.365], [-0.619, 3.705, 0.175], [-0.469, 3.912, 1.697], [0.747, 3.125, 2.179], [1.965, 3.828, 2.753], [2.228, 5.275, 2.699], [3.280, 5.755, 3.736], [2.708, 2.922, 3.292], [2.088, 1.565, 3.247], [0.622, 2.044, 3.303], [-0.520, 1.033, 3.299], [-0.126, -0.360, 2.856], [-1.417, -1.171, 2.648], [0.687, -0.981, 3.838], [1.389, -2.118, 3.336], [2.743, -1.677, 2.808], [2.994, -1.722, 1.471], [4.221, -1.295, 1.016], [5.146, -0.860, 1.909], [4.903, -0.837, 3.251], [3.681, -1.247, 3.711], [1.926, -2.833, -2.745], [0.729, -2.158, -3.828], [0.669, -1.732, -2.133], [3.230, -1.080, -3.500], [2.320, -0.165, -2.276], [2.054, -0.054, -5.294], [0.559, -0.011, -4.334], [2.577, 2.114, -4.777], [2.255, 1.839, -3.084], [-0.106, 2.018, -4.983], [0.712, 3.521, -4.392], [0.438, 2.407, -2.070], [-0.611, 1.240, -2.867], [-2.089, 3.063, -3.645], [-1.150, 4.260, -2.736], [-2.130, 1.956, -1.126], [-3.407, 2.972, -1.753], [-2.052, 4.951, -0.816], [-2.779, 3.857, 0.432], [-0.376, 2.665, -0.041], [0.133, 4.294, -0.354], [-1.372, 3.582, 2.202], [-0.309, 4.977, 1.864], [1.209, 2.565, 1.350], [2.446, 5.623, 1.691], [1.287, 5.745, 2.991], [4.242, 5.965, 3.279], [3.366, 5.013, 4.527], [2.920, 6.646, 4.239], [3.596, 3.164, 3.717], [2.358, 1.067, 2.318], [2.398, 1.034, 4.140], [0.577, 2.643, 4.219], [-0.990, 1.026, 4.281], [-1.286, 1.378, 2.603], [0.432, -0.281, 1.910], [-1.984, -0.789, 1.801], [-1.237, -2.239, 2.591], [-2.026, -0.990, 3.536], [0.874, -2.629, 2.519], [1.497, -2.817, 4.165], [2.264, -2.087, 0.762], [4.478, -1.310, -0.033], [6.115, -0.539, 1.540], [5.659, -0.519, 3.956], [3.426, -1.269, 4.763], [3.002, -5.437, 3.456], [2.060, -6.057, 4.321], [3.548, -6.217, 2.930], [2.486, -4.806, 2.727], [3.706, -4.833, 4.037], [1.593, -5.353, 4.780], [-5.241, -0.046, -2.252], [-5.457, 1.363, -2.313], [-4.409, -0.238, -1.577], [-6.134, -0.549, -1.873], [-4.998, -0.426, -3.243], [-6.194, 1.510, -2.913], [-6.626, -2.151, -5.469], [-6.559, -0.783, -5.058], [-6.815, -2.757, -4.586], [-7.440, -2.297, -6.182], [-5.684, -2.466, -5.920], [-6.392, -0.254, -5.844], [1.460, -4.679, 7.985], [2.244, -3.945, 7.043], [0.423, -4.640, 7.662], [1.783, -5.722, 8.022], [1.541, -4.236, 8.979], [3.159, -3.986, 7.334], [-8.524, 1.896, -1.285], [-9.337, 2.845, -1.972], [-7.520, 2.301, -1.203], [-8.920, 1.714, -0.284], [-8.489, 0.956, -1.844], [-10.222, 2.477, -2.040], [8.950, -1.957, -0.019], [8.340, -0.744, 0.428], [8.185, -2.559, -0.500], [9.743, -1.743, -0.738], [9.365, -2.511, 0.825], [9.027, -0.221, 0.852], [-6.122, -5.526, -7.664], [-6.031, -5.216, -6.275], [-6.491, -4.644, -8.180], [-5.140, -5.789, -8.065], [-6.816, -6.353, -7.830], [-5.705, -6.000, -5.825], [7.903, 2.356, -0.820], [9.019, 3.018, -0.225], [7.864, 2.637, -1.869], [8.017, 1.275, -0.744], [6.976, 2.668, -0.330], [9.047, 2.769, 0.702], [-8.003, -3.290, -1.313], [-8.347, -1.909, -1.266], [-7.719, -3.599, -0.310], [-8.855, -3.890, -1.642], [-7.159, -3.455, -1.990], [-8.597, -1.645, -2.157]]}

No. 2
{"formula": "C36H84F12N6O16", "method": "ωB97M-V/def2-TZVPD", "gap_ev": 3.6039, "total_charge": 0, "homo_energy_ev": -5.42, "largest_force_ev_per_a": 5.85, "elements": ["C", "C", "C", "O", "C", "N", "H", "H", "H", "H", "H", "H", "H", "H", "H", "H", "H", "H", "C", "C", "C", "O", "C", "N", "H", "H", "H", "H", "H", "H", "H", "H", "H", "H", "H", "H", "C", "C", "C", "O", "C", "N", "H", "H", "H", "H", "H", "H", "H", "H", "H", "H", "H", "H", "C", "C", "C", "O", "C", "N", "H", "H", "H", "H", "H", "H", "H", "H", "H", "H", "H", "H", "C", "C", "C", "O", "C", "N", "H", "H", "H", "H", "H", "H", "H", "H", "H", "H", "H", "H", "N", "O", "O", "O", "C", "O", "O", "C", "F", "F", "F", "C", "C", "H", "H", "H", "H", "H", "H", "C", "O", "O", "C", "F", "F", "F", "C", "C", "H", "H", "H", "H", "H", "H", "C", "O", "O", "C", "F", "F", "F", "C", "C", "H", "H", "H", "H", "H", "H", "C", "O", "O", "C", "F", "F", "F", "C", "C", "H", "H", "H", "H", "H", "H"], "positions_angstrom": [[3.884, -2.907, -1.298], [2.687, -3.481, -0.449], [1.572, -4.144, -1.234], [1.967, -5.432, -1.683], [0.907, -6.035, -2.406], [3.141, -4.510, 0.538], [2.624, -4.389, 1.397], [2.954, -5.465, 0.269], [4.125, -4.458, 0.761], [3.742, -2.073, -1.986], [4.319, -3.687, -1.922], [4.664, -2.642, -0.584], [2.191, -2.747, 0.186], [1.317, -3.467, -2.050], [0.602, -4.271, -0.753], [1.203, -7.084, -2.418], [0.794, -5.594, -3.397], [-0.063, -6.002, -1.910], [-2.402, 0.973, 2.263], [-1.477, 1.645, 3.219], [-0.560, 0.640, 3.922], [0.207, 1.376, 4.911], [-0.469, 1.595, 6.126], [-0.595, 2.640, 2.374], [0.207, 2.911, 2.926], [-0.295, 2.079, 1.590], [-1.144, 3.444, 2.106], [-2.975, 1.706, 1.695], [-3.096, 0.228, 2.654], [-1.811, 0.541, 1.456], [-2.019, 2.316, 3.886], [0.023, 0.150, 3.142], [-1.143, -0.192, 4.315], [-0.705, 0.637, 6.590], [-1.437, 2.052, 5.921], [0.205, 2.189, 6.743], [3.753, -0.152, 1.695], [4.574, -0.356, 3.003], [3.715, 0.135, 4.241], [4.386, -0.126, 5.471], [3.606, 0.188, 6.594], [4.915, -1.875, 3.210], [4.035, -2.291, 3.478], [5.138, -2.368, 2.357], [5.537, -2.158, 3.954], [4.048, -0.737, 0.824], [3.907, 0.885, 1.397], [2.673, -0.213, 1.828], [5.504, 0.212, 3.033], [2.801, -0.425, 4.044], [3.357, 1.162, 4.164], [4.069, -0.201, 7.501], [2.631, -0.299, 6.569], [3.433, 1.262, 6.646], [-3.718, 2.185, -1.647], [-4.780, 3.193, -2.166], [-6.067, 2.760, -2.991], [-6.739, 3.896, -3.427], [-7.900, 3.578, -4.208], [-5.198, 4.077, -1.011], [-4.373, 4.328, -0.484], [-5.801, 4.833, -1.299], [-5.778, 3.532, -0.388], [-4.091, 1.647, -0.776], [-2.830, 2.639, -1.207], [-3.405, 1.468, -2.406], [-4.277, 3.889, -2.837], [-6.690, 2.211, -2.285], [-5.861, 2.124, -3.852], [-8.486, 4.448, -4.504], [-8.680, 3.009, -3.702], [-7.540, 2.993, -5.054], [-0.425, -1.475, -3.771], [0.174, -0.219, -4.322], [1.625, -0.046, -4.162], [2.383, -0.931, -5.002], [3.637, -0.488, -5.263], [-0.201, -0.025, -5.797], [-0.100, 0.890, -6.214], [0.315, -0.660, -6.389], [-1.172, -0.245, -5.970], [-0.209, -1.599, -2.710], [-0.044, -2.356, -4.286], [-1.510, -1.545, -3.850], [-0.333, 0.576, -3.775], [1.869, -0.127, -3.103], [1.903, 0.940, -4.534], [3.715, 0.386, -5.909], [4.171, -1.336, -5.690], [4.070, -0.329, -4.275], [0.069, 0.122, -0.470], [0.615, 1.047, 0.167], [-0.868, 0.439, -1.114], [0.480, -0.970, -0.366], [1.240, -4.051, 4.128], [0.223, -4.273, 3.116], [2.397, -3.796, 3.447], [0.609, -3.286, 5.433], [0.713, -1.949, 5.341], [-0.720, -3.411, 5.589], [1.322, -3.559, 6.573], [-0.530, -3.222, 2.528], [-1.728, -3.755, 1.779], [-1.559, -4.414, 0.927], [-2.264, -4.436, 2.440], [-2.442, -2.960, 1.567], [0.121, -2.531, 1.990], [-0.941, -2.560, 3.291], [1.382, -5.064, 4.505], [-2.913, 5.628, 1.625], [-2.416, 4.814, 0.519], [-1.877, 5.644, 2.597], [-3.594, 6.937, 1.212], [-4.086, 7.603, 2.235], [-2.729, 7.749, 0.590], [-4.611, 6.761, 0.427], [-1.556, 5.435, -0.481], [-0.863, 4.408, -1.327], [-0.638, 3.437, -0.885], [-1.275, 4.184, -2.311], [0.133, 4.806, -1.518], [-0.746, 6.088, -0.153], [-2.169, 6.058, -1.131], [-3.691, 4.976, 2.022], [6.866, 2.007, -1.338], [5.467, 2.226, -1.623], [7.617, 3.226, -1.515], [7.012, 1.232, 0.007], [8.182, 0.671, 0.129], [6.740, 1.908, 1.128], [6.256, 0.107, 0.038], [4.723, 3.197, -0.927], [3.204, 3.005, -1.182], [2.676, 3.858, -0.754], [3.028, 3.015, -2.258], [2.884, 2.067, -0.728], [5.007, 4.182, -1.298], [4.866, 3.105, 0.149], [7.299, 1.343, -2.086], [-4.848, -5.085, -1.990], [-4.888, -3.635, -1.802], [-6.147, -5.405, -2.488], [-3.539, -5.637, -2.748], [-3.194, -5.108, -3.869], [-2.468, -5.552, -1.970], [-3.691, -6.925, -3.026], [-3.658, -2.891, -1.800], [-3.962, -1.441, -1.430], [-4.650, -1.485, -0.585], [-3.086, -0.861, -1.140], [-4.610, -0.888, -2.110], [-3.187, -2.907, -2.783], [-3.030, -3.285, -1.002], [-4.841, -5.349, -0.932]]}

No. 3
{"formula": "C36H85BFNO18PSi", "method": "ωB97M-V/def2-TZVPD", "gap_ev": 7.0278, "total_charge": 1, "homo_energy_ev": -10.29, "largest_force_ev_per_a": 9.69, "elements": ["C", "C", "C", "O", "C", "C", "O", "C", "C", "O", "B", "O", "O", "N", "F", "Si", "C", "C", "C", "C", "P", "C", "O", "H", "H", "H", "H", "H", "H", "H", "H", "H", "H", "H", "H", "H", "H", "H", "H", "H", "H", "H", "H", "H", "H", "H", "H", "H", "C", "O", "C", "C", "O", "C", "H", "H", "H", "H", "H", "H", "H", "H", "H", "H", "C", "O", "C", "C", "O", "C", "H", "H", "H", "H", "H", "H", "H", "H", "H", "H", "C", "O", "C", "C", "O", "C", "H", "H", "H", "H", "H", "H", "H", "H", "H", "H", "C", "O", "C", "C", "O", "C", "H", "H", "H", "H", "H", "H", "H", "H", "H", "H", "C", "O", "C", "C", "O", "C", "H", "H", "H", "H", "H", "H", "H", "H", "H", "H", "C", "O", "C", "C", "O", "C", "H", "H", "H", "H", "H", "H", "H", "H", "H", "H"], "positions_angstrom": [[-2.920, 1.851, 5.597], [-3.774, 1.491, 4.533], [-4.750, 0.896, 3.359], [-3.899, 0.962, 2.161], [-3.342, -0.306, 1.576], [-4.118, -0.262, 0.095], [-5.488, 0.236, 0.288], [-6.373, -0.096, -0.839], [-7.751, -0.748, -0.150], [-1.887, 0.064, 1.585], [-1.114, -0.769, 0.654], [-1.064, -0.668, -0.816], [-0.219, -1.807, 1.280], [-3.804, -1.315, 2.602], [-2.814, -1.356, 3.526], [-4.153, -3.012, 2.173], [-3.659, -4.139, 3.705], [-6.034, -3.403, 1.855], [-3.185, -3.735, 0.679], [-5.046, -0.749, 3.323], [-5.596, -1.524, 4.975], [-4.310, -1.317, 6.371], [-6.987, -0.564, 5.488], [-1.999, 1.990, 6.345], [-5.731, 1.543, 3.394], [-4.027, -1.262, -0.502], [-3.553, 0.562, -0.556], [-6.733, 0.948, -1.293], [-5.901, -0.797, -1.650], [-7.745, -0.416, 0.997], [-8.731, -0.348, -0.656], [-7.756, -1.920, -0.177], [-1.112, -1.634, -1.139], [-0.167, -1.535, 2.263], [-4.472, -4.997, 3.803], [-3.513, -3.525, 4.691], [-2.603, -4.643, 3.470], [-6.333, -3.320, 0.714], [-6.159, -4.557, 2.127], [-6.756, -2.826, 2.577], [-3.383, -4.914, 0.697], [-3.542, -3.379, -0.380], [-1.999, -3.641, 0.765], [-6.068, -0.749, 2.706], [-3.194, -1.469, 6.055], [-4.515, -0.250, 6.859], [-4.604, -2.098, 7.223], [-7.315, -0.146, 4.639], [4.518, -1.607, 3.077], [3.943, -0.312, 2.938], [4.673, 0.510, 2.024], [4.006, 0.543, 0.643], [4.032, -0.743, 0.020], [2.799, -1.439, 0.159], [3.774, -2.264, 3.537], [4.811, -2.037, 2.116], [5.392, -1.550, 3.735], [5.716, 0.180, 1.951], [4.672, 1.525, 2.436], [4.570, 1.224, -0.002], [2.979, 0.922, 0.710], [2.074, -1.046, -0.560], [2.391, -1.360, 1.170], [2.974, -2.495, -0.061], [-0.060, 2.078, -1.738], [-0.308, 3.269, -2.478], [0.873, 3.772, -3.107], [0.929, 3.382, -4.590], [1.048, 1.967, -4.753], [-0.199, 1.347, -5.046], [-1.021, 1.593, -1.538], [0.574, 1.375, -2.282], [0.410, 2.333, -0.782], [1.772, 3.435, -2.576], [0.833, 4.864, -3.036], [1.821, 3.833, -5.037], [0.055, 3.763, -5.132], [-0.445, 1.502, -6.101], [-1.009, 1.731, -4.422], [-0.100, 0.275, -4.863], [4.765, 1.105, 5.987], [4.640, 2.478, 5.632], [3.275, 2.899, 5.563], [2.852, 3.640, 6.837], [2.871, 2.776, 7.975], [4.051, 2.930, 8.754], [5.796, 0.927, 6.308], [4.096, 0.825, 6.804], [4.556, 0.481, 5.112], [2.615, 2.047, 5.364], [3.196, 3.588, 4.716], [1.820, 3.986, 6.714], [3.481, 4.522, 7.008], [3.967, 3.829, 9.372], [4.950, 2.995, 8.136], [4.145, 2.062, 9.410], [6.567, -6.047, -3.150], [6.441, -4.674, -3.505], [5.077, -4.254, -3.574], [4.653, -3.512, -2.301], [4.672, -4.377, -1.163], [5.853, -4.222, -0.383], [7.597, -6.225, -2.830], [5.898, -6.327, -2.333], [6.358, -6.672, -4.026], [4.416, -5.106, -3.774], [4.997, -3.564, -4.422], [3.621, -3.166, -2.423], [5.282, -2.630, -2.129], [5.768, -3.323, 0.235], [6.751, -4.157, -1.001], [5.946, -5.091, 0.273], [4.287, -0.412, -9.895], [3.674, 0.625, -9.136], [2.532, 0.163, -8.410], [2.875, -0.112, -6.940], [3.802, -1.193, -6.815], [5.140, -0.743, -6.630], [5.291, -0.082, -10.177], [4.375, -1.343, -9.330], [3.706, -0.590, -10.807], [2.099, -0.724, -8.887], [1.784, 0.962, -8.449], [1.961, -0.412, -6.417], [3.261, 0.789, -6.449], [5.280, -0.431, -5.590], [5.394, 0.084, -7.297], [5.814, -1.576, -6.840], [-5.435, 6.046, -1.022], [-4.114, 5.730, -0.595], [-4.077, 4.565, 0.233], [-3.647, 3.325, -0.561], [-4.613, 2.986, -1.560], [-4.243, 3.452, -2.853], [-5.364, 6.740, -1.865], [-5.988, 5.163, -1.348], [-5.975, 6.538, -0.206], [-5.044, 4.405, 0.725], [-3.332, 4.753, 1.015], [-3.584, 2.474, 0.125], [-2.657, 3.467, -1.010], [-3.487, 2.786, -3.280], [-3.857, 4.474, -2.829], [-5.129, 3.432, -3.491]]}

| no. | DFT total energy (eV) |
| --- | --- |
| 1 | -60616.5601 |
| 2 | -112986.2096 |
| 3 | -97592.7302 |